122
Properties=species:S:1:pos:R:3:forces:R:3:lowdin_charge:R:1 method="wB97M-V/def2-TZVPD" homo_lumo_gap_ev="5.412 / 6.635" spin_multiplicity=2 total_energy_ev=-129091.647 total_charge=+3 e_above_lowest_ev=1.325 s_squared=0.758
Ru 0.78161 -0.27564 -2.32304 0.508 -1.873 -1.946 0.332
C -2.99165 0.41544 -6.20632 0.076 -0.056 0.107 0.026
C -2.43215 -0.79225 -5.54183 0.007 0.314 -0.049 -0.300
N -2.85248 -2.00372 -5.66584 0.579 -0.377 0.521 0.181
N -1.99257 -2.73292 -4.85872 -0.718 -0.660 -0.503 0.075
C -1.07427 -2.01025 -4.25048 -0.007 -0.149 0.052 -0.702
S 0.16575 -2.48167 -3.19033 0.577 0.644 0.150 0.729
N -1.34415 -0.77292 -4.67418 -0.088 0.744 -0.044 -0.071
N -0.60772 0.31734 -4.22255 0.066 0.148 0.453 0.052
H -3.81134 0.10916 -6.85285 0.032 -0.007 0.033 0.104
H -2.23418 0.91450 -6.81553 -0.035 -0.040 0.028 0.098
H -3.37433 1.13130 -5.47201 0.037 -0.077 -0.038 0.084
H -2.10089 -3.73164 -4.79667 -0.061 -0.099 -0.044 0.174
H 0.04942 0.57781 -4.94893 0.148 0.203 -0.135 0.058
H -1.24608 1.09076 -4.07280 -0.085 0.243 0.115 0.081
I 2.79697 0.29627 -4.12915 -0.886 0.113 1.117 1.243
C 3.87112 -1.47313 -4.34729 -0.274 0.018 0.042 -0.587
C 4.23054 -1.68540 -5.64269 0.263 -0.287 -0.288 -0.152
C 5.11275 -2.74015 -5.96276 -0.119 0.236 -0.223 -0.038
C 5.65349 -3.46350 -4.95164 0.114 -0.117 0.213 0.004
C 5.29308 -3.22737 -3.59724 0.068 -0.079 -0.027 -0.138
C 5.95150 -3.96444 -2.58429 0.132 -0.141 -0.220 0.008
C 5.63097 -3.79885 -1.27648 -0.063 0.043 0.282 -0.024
C 4.56830 -2.94116 -0.94159 0.263 -0.166 0.044 -0.083
C 3.89333 -2.19294 -1.87524 -0.127 0.057 -0.345 -0.278
P 2.46150 -1.35979 -1.10087 -0.753 1.004 0.267 0.912
C 1.59540 -2.68034 -0.20186 0.063 -0.108 -0.023 -0.400
C 0.76135 -2.33550 0.86443 -0.016 -0.039 0.048 -0.136
C 0.02985 -3.31654 1.52181 0.005 0.034 -0.055 -0.066
C 0.09785 -4.64196 1.10167 -0.060 0.018 0.065 -0.050
C 0.89121 -4.98130 0.01642 0.076 0.074 -0.151 -0.044
C 1.63896 -4.00370 -0.63638 -0.031 -0.159 0.095 -0.115
C 3.23797 -0.27132 0.12941 0.000 -0.089 0.190 -0.379
C 3.52721 1.04289 -0.22816 0.091 0.094 0.210 -0.121
C 4.21527 1.88112 0.64420 -0.066 -0.073 -0.067 -0.062
C 4.61133 1.41104 1.88901 -0.022 -0.014 0.021 -0.060
C 4.30522 0.10751 2.26461 -0.062 -0.082 -0.007 -0.070
C 3.61987 -0.72983 1.39028 0.122 0.021 0.127 -0.122
C 4.30653 -2.25832 -3.25024 -0.001 -0.167 0.111 -0.188
H 3.87435 -1.03412 -6.43131 -0.007 -0.070 0.014 0.093
H 5.37803 -2.92622 -6.99725 -0.017 0.035 0.115 0.127
H 6.38280 -4.24002 -5.16006 -0.068 0.078 0.044 0.133
H 6.73186 -4.65994 -2.87941 -0.097 0.069 0.025 0.134
H 6.15732 -4.33950 -0.49833 -0.079 0.038 -0.068 0.126
H 4.26474 -2.89914 0.09679 0.054 -0.028 -0.047 0.100
H 0.68429 -1.29686 1.17415 0.054 -0.057 0.079 0.039
H -0.59908 -3.04862 2.36403 0.004 0.010 -0.069 0.095
H -0.47459 -5.40828 1.61577 0.085 0.101 -0.051 0.119
H 0.93334 -6.00932 -0.32563 0.017 0.088 0.027 0.121
H 2.25650 -4.28209 -1.48353 -0.008 -0.014 0.084 0.110
H 3.22563 1.42081 -1.19380 -0.032 0.040 -0.140 0.046
H 4.44836 2.89799 0.34817 -0.024 -0.090 0.011 0.117
H 5.16329 2.05627 2.56454 -0.065 -0.063 -0.069 0.119
H 4.61568 -0.26371 3.23742 -0.038 0.032 -0.125 0.117
H 3.39237 -1.74729 1.69459 0.012 0.085 0.005 0.104
N 0.21623 2.04319 4.72720 -0.017 0.029 -0.225 0.168
C 0.71302 1.08768 3.95578 -0.072 -0.048 -0.095 -0.758
S 0.74894 1.20983 2.21310 0.232 0.077 0.491 0.731
N 1.18716 -0.02030 4.51149 0.049 -0.142 0.251 0.079
C 1.27977 -0.33746 5.92145 -0.010 0.125 -0.236 -0.235
C 1.83021 0.56426 6.82249 0.162 0.095 0.056 -0.041
C 1.91583 0.21380 8.16631 0.011 0.091 -0.002 -0.048
C 1.46579 -1.02645 8.59774 -0.008 -0.052 -0.032 -0.050
C 0.93571 -1.92911 7.68152 0.033 0.018 -0.008 -0.050
C 0.84254 -1.58637 6.33890 -0.117 -0.070 -0.015 -0.022
H -0.08224 2.90748 4.31541 -0.070 0.140 -0.057 0.102
H 0.16622 1.93601 5.72932 0.006 -0.022 0.038 0.118
H 1.45834 -0.73639 3.85836 0.114 -0.125 -0.080 0.124
H 2.23484 1.51484 6.48259 -0.050 -0.140 0.051 0.123
H 2.35236 0.91184 8.87458 -0.064 -0.102 -0.113 0.121
H 1.54303 -1.29718 9.64512 -0.025 0.032 -0.119 0.121
H 0.59278 -2.90248 8.01390 0.039 0.088 -0.043 0.119
H 0.42842 -2.28470 5.61578 0.035 0.067 0.103 0.114
C -1.43491 2.48975 0.19205 0.445 -0.162 0.126 -0.477
P -0.75744 1.42831 -1.19780 0.046 0.840 0.658 0.968
C -0.72913 2.80807 -2.41107 -0.248 0.063 -0.136 -0.415
C -1.84957 3.58980 -2.72460 0.089 0.080 -0.126 -0.099
C -1.74993 4.64635 -3.62631 -0.035 -0.110 0.111 -0.046
C -0.52793 4.95750 -4.20874 0.108 0.012 -0.007 -0.045
C 0.60629 4.23044 -3.86327 -0.075 -0.090 0.053 -0.052
C 0.50312 3.16594 -2.97005 -0.144 0.153 -0.118 -0.144
C -2.19128 0.32631 -1.45254 -0.001 -0.016 -0.327 -0.407
C -3.35642 0.63640 -2.16384 -0.032 0.002 -0.133 -0.095
C -4.38213 -0.29548 -2.27371 0.061 0.017 0.009 -0.053
C -4.25799 -1.54468 -1.66890 -0.025 -0.065 -0.007 -0.051
C -3.10734 -1.86058 -0.95850 -0.046 -0.069 -0.071 -0.057
C -2.08032 -0.93086 -0.85809 -0.081 0.000 -0.054 -0.145
P -1.64718 2.08893 1.96704 -0.164 -0.153 -0.284 0.926
C -2.72449 0.64322 2.07530 -0.137 -0.080 0.060 -0.378
C -4.00010 0.70631 1.50109 0.013 -0.025 0.016 -0.086
C -4.89819 -0.33110 1.68650 -0.006 -0.053 0.015 -0.056
C -4.53681 -1.43418 2.45989 -0.006 0.026 -0.025 -0.050
C -3.27314 -1.50224 3.03154 0.023 0.001 -0.010 -0.065
C -2.36436 -0.46374 2.83953 -0.035 -0.075 -0.019 -0.099
C -2.70692 3.44171 2.52900 -0.055 0.149 0.091 -0.368
C -3.42751 3.23621 3.71415 -0.042 0.048 -0.024 -0.092
C -4.30063 4.20973 4.17421 0.070 -0.027 0.032 -0.051
C -4.44404 5.40289 3.47282 -0.043 0.032 0.030 -0.047
C -3.69655 5.63367 2.32583 0.112 -0.043 -0.019 -0.055
C -2.81342 4.66538 1.86024 -0.069 0.049 0.071 -0.084
H -2.42746 2.76209 -0.16198 -0.096 0.166 -0.065 0.047
H -0.80579 3.37925 0.17416 0.001 0.162 -0.008 0.059
H -2.80595 3.40264 -2.25144 0.049 0.049 -0.045 0.094
H -2.62730 5.23784 -3.86091 0.044 -0.048 0.017 0.121
H -0.45437 5.78527 -4.90755 -0.001 -0.112 0.094 0.124
H 1.57186 4.49909 -4.27971 -0.093 -0.029 0.065 0.119
H 1.39687 2.63914 -2.66563 0.100 -0.112 0.006 0.038
H -3.47684 1.60191 -2.64443 0.005 -0.146 0.060 0.085
H -5.28333 -0.04552 -2.82766 0.130 -0.033 0.088 0.121
H -5.06387 -2.26849 -1.75402 0.113 0.100 0.021 0.122
H -3.00062 -2.83213 -0.48575 -0.014 0.107 -0.034 0.122
H -1.19400 -1.18596 -0.29428 0.135 -0.058 0.115 0.065
H -4.30318 1.57987 0.92947 0.026 -0.065 0.078 0.118
H -5.89127 -0.27188 1.25033 0.136 -0.016 0.061 0.121
H -5.25252 -2.23241 2.63093 0.088 0.088 -0.029 0.120
H -3.00571 -2.35327 3.65168 -0.023 0.111 -0.084 0.113
H -1.38183 -0.51130 3.30208 -0.115 0.004 -0.055 0.076
H -3.32350 2.30447 4.26291 -0.057 0.031 -0.067 0.111
H -4.87115 4.03922 5.08109 0.060 0.014 -0.102 0.120
H -5.13453 6.15983 3.82860 0.068 -0.076 -0.030 0.121
H -3.79757 6.57152 1.79108 0.025 -0.078 0.054 0.118
H -2.22001 4.87771 0.97820 -0.093 -0.025 0.023 0.097